Arrangement A

This record from the Open Molecules 2025 dataset describes the ion C4H7N2 with charge +1. The level of theory is ωB97M-V/def2-TZVPD.

Last columns: bonded neighbours and bond lengths (Å).
CARTESIAN COORDINATES (ANGSTROEM)
1 N -2.219 0.045 0.821  N2 1.337, C6 1.498, H11 0.965
2 N -1.966 0.814 -0.244  N1 1.337, C6 1.310
3 C 0.511 -0.118 0.371  C4 1.474, C5 1.422, C6 1.517, H12 1.147
4 C 1.496 0.898 -0.044  C3 1.474, H9 1.025, H10 1.074, H13 1.073
5 C -0.022 -0.986 -0.622  C3 1.422, C6 1.513, H7 1.134, H8 1.036
6 C -0.956 0.021 0.014  N1 1.498, N2 1.310, C3 1.517, C5 1.513
7 H 0.059 -2.089 -0.374  C5 1.134
8 H 0.156 -0.746 -1.614  C5 1.036
9 H 2.413 0.475 0.135  C4 1.025
10 H 1.455 0.920 -1.117  C4 1.074
11 H -3.011 -0.498 0.917  N1 0.965
12 H 0.677 -0.622 1.388  C3 1.147
13 H 1.405 1.885 0.367  C4 1.073

Calculated values
* charge: +1
* gap between HOMO and LUMO (spin up / spin down): 8.124 / 8.124 eV
* LUMO level (spin up / spin down): -7.73 / -7.73 eV
* HOMO level (spin up / spin down): -15.85 / -15.85 eV



Arrangement B

This record from the Open Molecules 2025 dataset describes the ion C4H7N2 with charge +1. The level of theory is ωB97M-V/def2-TZVPD.

Last columns: bonded neighbours and bond lengths (Å).
CARTESIAN COORDINATES (ANGSTROEM)
1 N -0.377 -0.693 -0.037  C3 1.370, C5 1.406, C6 1.400
2 N 1.055 1.057 -0.836  C3 1.611, C4 1.166
3 C 0.513 -0.445 -1.049  N1 1.370, N2 1.611, H7 1.032, H8 1.143
4 C 1.866 1.824 -0.498  N2 1.166, H12 1.021
5 C -0.188 -0.348 1.313  N1 1.406, C6 1.573, H9 1.102, H10 1.183
6 C -1.454 0.047 0.466  N1 1.400, C5 1.573, H11 1.119, H13 1.056
7 H 0.062 -0.567 -1.969  C3 1.032
8 H 1.467 -1.072 -1.121  C3 1.143
9 H 0.473 0.488 1.590  C5 1.102
10 H -0.106 -1.088 2.233  C5 1.183
11 H -2.454 -0.454 0.510  C6 1.119
12 H 2.525 2.524 -0.152  C4 1.021
13 H -1.510 1.089 0.302  C6 1.056

Calculated values
* charge: +1
* gap between HOMO and LUMO: 9.423 eV
* LUMO level: -5.07 eV
* HOMO level: -14.50 eV



Arrangement C

This record from the Open Molecules 2025 dataset describes the ion C4H7N2 with charge +1. The level of theory is ωB97M-V/def2-TZVPD.

Last columns: bonded neighbours and bond lengths (Å).
CARTESIAN COORDINATES (ANGSTROEM)
1 N 1.290 -0.568 -0.602  C3 1.481, C4 1.464, H8 1.021, H11 1.020
2 N -2.491 -0.378 -0.154  C6 1.220, H7 1.008
3 C 0.890 0.539 0.295  N1 1.481, C4 1.470, C5 1.506, H13 1.080
4 C 0.693 -0.860 0.702  N1 1.464, C3 1.470, H10 1.074
5 C -0.496 1.059 0.014  C3 1.506, C6 1.489, H9 1.094, H12 1.094
6 C -1.316 -0.180 0.107  N2 1.220, C5 1.489
7 H -3.057 -1.209 -0.081  N2 1.008
8 H 0.761 -0.762 -1.454  N1 1.021
9 H -0.656 1.588 -0.930  C5 1.094
10 H 1.233 -1.428 1.436  C4 1.074
11 H 2.287 -0.736 -0.740  N1 1.020
12 H -0.824 1.733 0.811  C5 1.094
13 H 1.687 1.203 0.596  C3 1.080

Calculated values
* charge: +1
* gap between HOMO and LUMO: 9.396 eV
* LUMO level: -4.26 eV
* HOMO level: -13.65 eV



Arrangement D

This record from the Open Molecules 2025 dataset describes the ion C4H7N2 with charge +1. The level of theory is ωB97M-V/def2-TZVPD.

Last columns: bonded neighbours and bond lengths (Å).
CARTESIAN COORDINATES (ANGSTROEM)
1 N 0.554 -1.835 -0.005  C4 1.372, H9 1.005, H10 1.005
2 N -0.204 0.498 -0.034  C3 1.390, C4 1.548, C6 1.273
3 C -0.197 1.743 0.583  N2 1.390, C5 1.296, H7 1.098
4 C 0.859 -0.551 0.371  N1 1.372, N2 1.548, H11 1.097, H12 1.096
5 C -0.943 2.773 0.333  C3 1.296
6 C -1.071 0.278 -0.940  N2 1.273, H8 1.084, H13 1.081
7 H 0.507 1.934 1.404  C3 1.098
8 H -1.099 -0.686 -1.437  C6 1.084
9 H -0.094 -2.376 0.539  N1 1.005
10 H 0.746 -2.179 -0.929  N1 1.005
11 H 1.775 -0.184 -0.108  C4 1.097
12 H 0.949 -0.452 1.459  C4 1.096
13 H -1.781 1.037 -1.236  C6 1.081

Calculated values
* charge: +1
* gap between HOMO and LUMO: 9.257 eV
* LUMO level: -5.84 eV
* HOMO level: -15.10 eV



Ordering by calculated energy gives the sequence arrangement C, arrangement B, arrangement D, arrangement A, with the first entry being the most stable.